Molecular formula: C6H6N2O2
Method: DFT, ωB97M-V/def2-TZVPD

Computed properties:
Energy relative to the best compared isomer or geometry (same formula, charge and spin)   3.5396 eV
Total charge   0
M   138.126 g mol⁻¹

Geometry as XYZ:
```
16
C6H6N2O2 ωB97M-V/def2-TZVPD
C 2.44651 0.25330 -0.18808
C 1.37318 1.22783 0.15332
C -1.70430 -0.62186 -0.25397
C 0.75156 -1.45081 0.11277
C -2.57635 0.49894 -0.08934
C -0.38260 -0.33105 -0.01252
N 2.09378 -0.95926 -0.19282
N 0.09866 0.90971 0.10892
O -2.16379 -1.79622 -0.52793
O -2.21979 1.67185 -0.25830
H 3.52036 0.54674 -0.34530
H 1.56656 2.18685 0.55816
H 0.85840 -1.74523 1.17191
H 0.51261 -2.27549 -0.53796
H -3.63844 0.13140 0.11264
H -0.53635 1.75330 0.18850
```


Molecular formula: C4H7N
Method: DFT, ωB97M-V/def2-TZVPD

Computed properties:
Energy relative to the best compared isomer or geometry (same formula, charge and spin)   4.1728 eV
Total charge   +1
Multiplicity   2
M   69.107 g mol⁻¹

Geometry as XYZ:
```
12
C4H7N ωB97M-V/def2-TZVPD
C 1.42648 1.11108 -0.40002
C -0.43565 -0.26037 0.08056
C -1.78382 -0.39324 0.22134
C 0.30266 -1.42932 0.07332
N 0.13855 0.98865 0.08963
H 1.52437 2.32900 -0.20201
H 1.49793 0.92703 -1.53410
H 2.27784 0.54090 0.03754
H -2.43997 0.43913 0.14663
H -2.14139 -1.41778 0.49505
H 1.37644 -1.42123 0.36603
H -0.12305 -2.48646 0.21222
```


Molecular formula: C4H5InO3
Method: DFT, ωB97M-V/def2-TZVPD

Computed properties:
Energy relative to the best compared isomer or geometry (same formula, charge and spin)   2.4950 eV
Total charge   +1
Multiplicity   2
M   215.899 g mol⁻¹

Geometry as XYZ:
```
13
C4H5InO3 ωB97M-V/def2-TZVPD
O -0.37398 -2.33099 0.97482
C 0.24844 -2.55442 -0.13088
C 0.34371 -1.54219 -1.09714
O -0.28528 -0.41807 -0.88308
C 0.32027 2.06538 -0.19311
C -0.25095 2.10189 1.06839
O -0.91242 1.07776 1.58361
In -1.19443 -0.56971 0.86695
H 0.70304 -3.53759 -0.31175
H 0.85352 -1.69703 -2.05451
H -0.34321 2.19528 -1.05360
H 1.41168 2.12462 -0.25529
H -0.52039 3.08507 1.48559
```


Molecular formula: C27H67F4O20P6
Method: DFT, ωB97M-V/def2-TZVPD

Computed properties:
DFT total energy   -136634.7420 eV
Total charge   +1
M   973.649 g mol⁻¹

Geometry as XYZ:
```
124
C27H67F4O20P6 ωB97M-V/def2-TZVPD
C -1.30327 1.90983 -1.32352
C -0.33867 1.96068 -2.48985
C -0.68175 2.89581 -3.63463
C 0.74145 1.12795 -2.52427
C 0.42474 -0.36849 -2.44740
C 1.61182 -1.21195 -2.94758
C 2.20733 -2.21656 -1.93528
C 3.21810 -1.52522 -0.98898
C 1.17670 -3.04490 -1.14842
C 0.98063 -4.49871 -1.65737
P -0.43939 -4.72980 -2.72523
C -0.28826 -4.11284 -4.51554
F -0.83741 -2.89064 -4.64604
F 1.01623 -4.11481 -4.87212
C -1.03704 -5.08378 -5.47523
F -2.33715 -5.13111 -5.09469
F -0.45960 -6.30439 -5.35529
H -0.74561 1.98099 -0.39707
H -2.05399 2.68895 -1.40446
H -1.85275 0.96126 -1.28356
H 0.16119 3.54477 -3.88074
H -1.54919 3.50278 -3.39558
H -0.89993 2.24608 -4.47864
H 1.74940 1.51785 -2.60351
H -0.41042 -0.51860 -3.12703
H 0.13376 -0.61941 -1.42457
H 1.38991 -1.73096 -3.87977
H 2.41515 -0.51866 -3.18847
H 2.78875 -2.92596 -2.52994
H 2.94712 -1.62000 0.06006
H 3.37011 -0.48607 -1.26340
H 4.19261 -2.00140 -1.09080
H 0.20265 -2.56283 -1.08079
H 1.55987 -3.17150 -0.13624
H 1.86928 -4.90116 -2.14183
H 0.72870 -5.11282 -0.78864
H -0.65513 -6.09495 -2.84835
H -1.57828 -4.11411 -2.21007
H -1.00222 -4.70697 -6.49752
C 2.67301 -9.94183 0.77239
O 1.60422 -9.09655 0.26691
P 1.97862 -7.92930 -0.72350
O 3.01807 -7.04217 -0.20864
O 0.50417 -7.21093 -0.65685
C -0.69243 -7.84709 -0.19297
O 2.08544 -7.83600 -2.29999
C 1.03567 -8.27371 -3.15609
H 2.20196 -10.81011 1.22134
H 3.33876 -10.26564 -0.02470
H 3.23421 -9.39410 1.52463
H -0.82566 -7.66103 0.87156
H -0.68489 -8.91947 -0.37083
H -1.53079 -7.40726 -0.73511
H 0.33793 -7.44776 -3.19759
H 0.51622 -9.18037 -2.84843
H 1.45731 -8.42635 -4.14582
C 3.79809 -4.98780 1.33766
O 4.18380 -3.60250 1.55378
P 3.13554 -2.68694 2.29475
O 1.81765 -2.73686 1.64981
O 3.88172 -1.27798 2.05860
C 5.24578 -1.12637 1.66805
O 2.93959 -2.59093 3.85537
C 4.07561 -2.37012 4.71077
H 4.68272 -5.52309 1.01402
H 3.40717 -5.44728 2.24447
H 3.05210 -5.01910 0.55831
H 5.31846 -1.06597 0.58207
H 5.86956 -1.94431 2.02261
H 5.60366 -0.19342 2.09916
H 4.29005 -1.30427 4.75586
H 4.95856 -2.90775 4.36319
H 3.81120 -2.73041 5.70032
C -7.13783 5.22278 1.21062
O -6.31669 4.43227 2.09395
P -4.75627 4.29200 1.74275
O -4.62740 3.78259 0.37243
O -4.56577 3.12579 2.86877
C -5.41086 2.91313 3.99475
O -3.38259 5.00347 2.09749
C -3.13220 5.46120 3.44579
H -8.07688 5.40593 1.72632
H -6.67232 6.17696 0.96949
H -7.32180 4.66417 0.29559
H -6.19424 2.19639 3.74529
H -5.86902 3.83429 4.34886
H -4.79164 2.50034 4.79003
H -2.75866 4.63219 4.04272
H -4.02558 5.87391 3.91291
H -2.37800 6.24019 3.39510
C -7.35286 8.34698 6.68875
O -6.53452 7.72497 7.70276
P -4.95491 7.84835 7.56645
O -4.48880 7.41252 6.25127
O -4.63410 6.77334 8.73667
C -5.54999 6.33379 9.73619
O -3.98093 8.97383 8.10373
C -4.10915 9.46534 9.44947
H -8.36908 8.37307 7.07151
H -7.02607 9.36287 6.47317
H -7.31626 7.74966 5.78057
H -6.06957 5.43670 9.39937
H -6.28301 7.09689 9.98972
H -4.96731 6.09307 10.62383
H -3.57617 8.80088 10.12654
H -5.15170 9.54460 9.75862
H -3.65834 10.45288 9.47745
C 1.77186 2.99104 -6.79746
O 3.18399 3.23292 -6.92725
P 4.10951 2.41756 -5.86798
O 3.42101 2.76046 -4.60855
O 5.40632 3.30976 -6.26437
C 5.63849 3.88809 -7.55019
O 5.02454 1.17033 -5.40885
C 5.99521 0.59463 -6.30175
H 1.26903 3.47437 -7.63092
H 1.52693 1.92965 -6.79330
H 1.46511 3.42720 -5.85122
H 5.23931 4.90096 -7.57989
H 5.19078 3.30470 -8.35249
H 6.71644 3.92547 -7.69690
H 6.91677 1.17155 -6.25339
H 5.64135 0.56150 -7.33199
H 6.18531 -0.42117 -5.96511
```


Molecular formula: C22H20F3N2O3PdS
Method: DFT, ωB97M-V/def2-TZVPD

Computed properties:
Energy relative to the best compared isomer or geometry (same formula, charge and spin)   2.6124 eV
Total charge   -1
M   555.894 g mol⁻¹

Geometry as XYZ:
```
52
C22H20F3N2O3PdS ωB97M-V/def2-TZVPD
Pd 1.10806 -0.61481 0.38528
C -2.45656 0.25606 -4.34389
C -2.50507 1.59733 -3.62407
N -2.38716 1.46383 -2.18240
C -3.59373 1.59834 -1.39347
C -3.96662 3.04702 -1.09314
C -1.12879 1.34649 -1.63044
S -1.16657 1.30599 0.16253
N -0.12711 1.28443 -2.41063
C 1.25532 1.12569 -2.01191
O 1.58050 -0.08309 -1.43467
C 2.12628 1.28184 -3.27022
C 1.73603 2.12485 -4.30586
C 2.54781 2.30016 -5.41618
C 3.76774 1.64090 -5.50234
C 4.16689 0.80906 -4.46694
C 3.35237 0.63295 -3.35520
H -2.55480 0.39315 -5.42336
H -3.26561 -0.39522 -4.00519
H -1.50487 -0.23159 -4.13857
H -3.45287 2.10414 -3.82602
H -1.70097 2.23970 -3.98380
H -3.48856 1.03319 -0.46555
H -4.40392 1.10931 -1.94315
H -3.17429 3.52778 -0.51977
H -4.89384 3.09729 -0.51798
H -4.10849 3.60857 -2.01873
H 0.78597 2.63471 -4.22599
H 2.22801 2.95535 -6.21800
H 4.40198 1.77612 -6.37035
H 5.11622 0.28957 -4.52445
H 3.64615 -0.02694 -2.55092
F -1.20638 -4.89437 8.58751
C 0.06750 -4.47948 8.40181
F 0.85462 -5.55433 8.59596
F 0.32529 -3.62553 9.41949
C 0.26772 -3.84536 7.06426
C 1.24217 -4.30059 6.18830
C 1.41029 -3.68508 4.95992
C 0.60944 -2.60277 4.57878
C -0.37076 -2.15776 5.47888
C -0.53858 -2.76972 6.70425
C 0.77879 -1.96624 3.31415
C 0.93723 -1.43684 2.22836
H 1.86971 -5.13653 6.46561
H 2.16914 -4.03593 4.27393
H -0.99571 -1.32262 5.19345
H -1.29979 -2.41472 7.38810
O 1.32036 3.44348 -1.22662
C 1.71161 2.31253 -1.12314
O 0.36834 1.20787 0.57295
H 2.53951 2.03182 -0.44055
```


Molecular formula: C4H7NS
Method: DFT, ωB97M-V/def2-TZVPD

Computed properties:
Energy relative to the best compared isomer or geometry (same formula, charge and spin)   1.2418 eV
Total charge   0
M   101.174 g mol⁻¹

Geometry as XYZ:
```
13
C4H7NS ωB97M-V/def2-TZVPD
C 1.10767 0.26839 -0.63080
C -0.19229 0.29843 0.05906
C -0.46242 -1.05834 0.59926
S -1.49771 0.89147 -1.02979
C -0.30608 1.22880 1.15424
N -0.17270 1.90517 2.05846
H 1.17442 1.12809 -1.29332
H 1.32498 -0.56969 -1.31224
H 1.91932 0.51233 0.01702
H 0.46989 -1.32024 1.07837
H -0.67485 -1.93264 -0.14646
H -1.28401 -1.14315 1.21885
H -1.40624 -0.20861 -1.77266
```


Molecular formula: C2H6N2O3
Method: DFT, ωB97M-V/def2-TZVPD

Computed properties:
Energy relative to the best compared isomer or geometry (same formula, charge and spin)   3.3115 eV
Total charge   0
M   106.081 g mol⁻¹

Geometry as XYZ:
```
13
C2H6N2O3 ωB97M-V/def2-TZVPD
N 1.44884 1.62026 -0.13754
O 0.92513 0.49251 0.58258
C 0.03944 -0.32275 -0.16644
N -0.07385 -1.69888 0.21903
C -1.26534 0.40592 -0.04822
O -1.36629 1.57764 -0.08192
O -2.28865 -0.45563 -0.05389
H 2.48627 1.64763 0.24189
H 0.97852 2.49437 0.03485
H 0.42038 -0.28639 -1.23889
H 0.57229 -2.18376 -0.38334
H 0.01666 -1.98176 1.15806
H -1.89339 -1.30917 -0.12620
```